(1)
Computed, not measured: a molecular structure, C31H26BF10NP3PbS, with ωB97M-V with the def2-TZVPD basis set.

charge = -1
highest occupied orbital energy = -5.2 eV

XYZ file:
```
74
Properties=species:S:1:pos:R:3:forces:R:3
Pb -0.9676 -0.7982 -0.0992 -0.0764 0.1036 -0.0100
S -0.7865 1.1290 -3.3088 -0.0168 -0.0025 0.0011
P -0.9282 -3.3486 -2.8419 0.0065 -0.0131 0.0032
P 1.7669 0.1312 -2.3904 -0.0004 0.0173 -0.0014
P -0.9833 2.8758 1.6308 -0.0322 0.0116 -0.0110
F -2.0726 -2.2905 -2.3643 0.0093 -0.0068 0.0043
F 0.1265 -2.5851 -1.7577 -0.0101 0.0111 0.0347
F -1.9339 -4.0453 -3.8653 0.0005 -0.0069 0.0033
F -0.3282 -2.1754 2.0898 -0.0040 0.0082 -0.0130
F -1.3537 -4.3349 -1.6582 0.0042 -0.0080 -0.0059
F -0.4551 -2.2924 -3.9648 0.0134 0.0154 -0.0030
F 0.2813 -4.3269 -3.2543 0.0035 0.0106 0.0004
F -1.3443 -3.3127 3.8254 0.0065 0.0155 -0.0078
F -2.6168 -2.3177 2.1752 0.0291 0.0145 0.0118
F -1.5001 -1.0181 3.6998 -0.0142 -0.0178 0.0271
N 0.9807 0.2788 0.7184 0.0060 -0.0384 -0.0621
C 3.1912 0.6569 1.0074 -0.0005 -0.0084 0.0051
C -2.3538 1.8508 0.9653 -0.0134 -0.0036 -0.0148
C -3.2174 3.9428 3.0800 0.0068 0.0023 -0.0156
C -1.8381 3.7734 2.9922 0.0600 -0.0185 0.0295
C 2.4702 -0.7875 -0.9949 0.0080 -0.0093 -0.0056
C -4.4000 0.3235 -0.1755 0.0289 -0.0041 -0.0109
C -0.0092 1.6218 2.5988 0.0205 0.0102 0.0075
C 2.6241 3.9267 -1.2879 -0.0012 -0.0033 0.0016
C -2.9683 5.3164 5.0426 0.0058 0.0028 0.0068
C 2.6527 -1.9660 -6.3435 -0.0003 0.0047 -0.0010
C -0.0312 0.2938 -2.1504 0.0357 -0.0092 0.0351
C 2.4816 1.3486 2.0159 -0.0078 0.0304 -0.0274
C 1.1418 1.0902 1.8091 -0.0346 -0.0235 0.0516
C -2.6665 1.9761 -0.3903 0.0178 -0.0058 0.0136
C 2.7907 -2.6534 -5.1484 -0.0023 -0.0038 0.0052
C 3.6249 2.0856 -3.1146 -0.0027 -0.0001 0.0040
C 2.2751 -0.6292 -6.3426 -0.0015 0.0024 -0.0034
C 2.0189 2.6879 -1.4153 0.0031 -0.0010 -0.0040
C 2.5555 -2.0063 -3.9458 -0.0094 -0.0112 0.0030
C 4.2247 3.3297 -2.9829 0.0015 0.0016 -0.0024
C -1.5900 5.1665 4.9597 -0.0069 0.0116 -0.0032
C 2.1844 -0.6650 -3.9407 -0.0162 0.0088 -0.0059
C -3.0829 0.9408 1.7413 -0.0262 0.0029 0.0054
C 3.7227 4.2489 -2.0728 -0.0002 -0.0002 0.0027
C -3.7768 4.7074 4.0963 -0.0011 -0.0036 -0.0126
C -3.6791 1.2117 -0.9616 0.0110 -0.0323 0.0005
C 2.2429 0.0123 0.2470 0.0264 -0.0052 0.0121
C -1.0342 4.4122 3.9398 -0.0109 0.0017 0.0067
C 2.5152 1.7669 -2.3379 0.0024 0.0059 -0.0057
C -4.1025 0.1893 1.1756 0.0558 -0.0051 0.0103
C 2.0364 0.0239 -5.1456 -0.0038 -0.0098 0.0055
B -1.4594 -2.2285 2.9774 -0.0458 -0.0498 -0.0189
H -5.1688 -0.2929 -0.6231 -0.0095 0.0065 -0.0023
H 0.3896 2.1474 3.4681 0.0051 -0.0223 -0.0086
H 4.2594 0.6247 0.8509 0.0000 -0.0020 0.0027
H 2.2379 4.6316 -0.5634 -0.0018 0.0008 0.0000
H 2.0245 -1.7831 -0.9682 -0.0091 -0.0014 -0.0011
H -3.8673 3.4718 2.3543 -0.0064 -0.0245 -0.0127
H -4.8527 4.8196 4.1488 -0.0009 -0.0011 -0.0001
H -2.0932 2.6593 -1.0060 -0.0121 -0.0099 0.0044
H -4.6192 -0.5414 1.7821 -0.0060 -0.0009 -0.0028
H -2.8382 0.7878 2.7850 0.0188 0.0088 -0.0059
H 1.1762 2.4353 -0.7818 0.0039 0.0046 0.0000
H -3.8768 1.2910 -2.0222 0.0048 0.0057 -0.0051
H 0.0448 4.3192 3.8770 -0.0122 0.0111 0.0111
H 2.8253 -2.4766 -7.2825 -0.0001 0.0004 0.0000
H 2.6194 -2.5646 -3.0221 -0.0041 -0.0042 0.0027
H 2.1545 -0.0971 -7.2773 0.0001 0.0004 0.0000
H 3.5414 -0.8949 -1.1758 -0.0032 -0.0059 -0.0020
H 4.0202 1.3670 -3.8214 0.0013 0.0005 -0.0009
H 1.7229 1.0591 -5.1417 -0.0032 0.0047 0.0011
H 5.0852 3.5784 -3.5908 -0.0005 -0.0002 -0.0007
H 2.8909 1.9514 2.8127 0.0015 0.0043 -0.0036
H 3.0521 -3.7029 -5.1462 0.0000 -0.0002 -0.0010
H 4.1941 5.2184 -1.9708 0.0000 0.0007 0.0007
H -3.4064 5.9056 5.8382 -0.0007 -0.0014 0.0017
H -0.9463 5.6419 5.6894 0.0010 -0.0006 0.0003
H -0.6490 0.8220 2.9800 0.0097 0.0344 -0.0248
```
Forces are in eV/Å.

(2)
Computed, not measured: a molecular structure, C31H26CoN7O5S, with ωB97M-V with the def2-TZVPD basis set.

charge = 0
highest occupied orbital energy (alpha / beta) = -8.2 / -8.6 eV
spin multiplicity = 5

XYZ file:
```
71
Properties=species:S:1:pos:R:3:forces:R:3
Co -0.3945 -0.6769 -0.0873 -0.1155 -0.0963 0.1026
S -2.2426 -2.2232 0.3522 0.0132 0.0457 -0.0572
O 1.2589 -1.5007 -1.0154 -0.0195 0.2726 -0.3115
O 1.5490 -1.4928 3.5381 -0.0070 0.0064 0.0105
O -1.3379 1.0653 -0.8180 0.0678 -0.0769 0.0412
O -2.0229 3.1299 -0.2790 0.0135 0.0389 0.0625
O 0.4860 -1.7809 1.5690 0.0441 -0.0251 0.0556
N -2.2913 -1.7524 -2.3443 -0.0676 0.1655 -0.1232
N -4.9238 -1.9144 -2.3023 0.0666 -0.0286 0.0437
N 3.3885 -2.2115 -1.4322 0.0663 0.0015 0.0038
N 4.5959 -2.2608 -0.7323 -0.0346 0.0335 -0.0437
N -0.2436 0.6748 1.4719 -0.0243 0.0039 0.1143
N -1.2084 -1.1831 -2.1920 -0.0184 -0.1285 0.1072
N -4.2626 -2.4187 -1.2857 -0.0030 0.0738 -0.0432
C 3.1679 -0.9688 0.4233 0.0608 -0.0042 -0.0208
C -5.2886 -0.4994 -4.2153 -0.0066 0.0035 -0.0304
C -0.7949 1.8740 1.3212 0.0211 0.0572 0.0342
C 5.5865 -1.1433 1.2583 -0.0254 -0.0147 -0.0038
C 2.4559 -1.5168 -0.6949 0.0529 -0.1318 0.1396
C -4.1250 0.4055 -2.3013 0.0573 0.0457 0.0246
C -5.1613 0.7204 -4.8591 -0.0110 -0.0106 -0.0140
C -4.7553 -0.6529 -2.9422 0.0202 -0.0711 0.0532
C 4.4401 -1.4247 0.3526 -0.0342 0.0293 0.0295
C -0.5681 -0.8056 -3.4071 0.0583 0.0373 -0.0698
C 2.3297 -2.9036 -3.4942 -0.0045 0.0326 -0.0216
C -1.4478 2.0798 -0.0358 -0.0773 -0.0454 -0.1993
C -0.1719 2.4404 3.5444 0.0014 -0.0174 -0.0181
C 1.0455 0.6108 -4.4711 -0.0007 0.0140 -0.0263
C -0.7815 2.8001 2.3475 0.0025 -0.0122 -0.0203
C 3.0806 -3.2295 -2.3748 -0.0008 -0.0136 0.0166
C 0.3932 0.1928 -3.3228 -0.0572 0.0459 0.0250
C -0.2222 -0.9711 -5.7696 0.0116 0.0080 -0.0392
C 0.7468 0.0234 -5.6930 -0.0157 -0.0106 0.0327
C 3.5197 -4.5291 -2.1643 0.0075 -0.0308 0.0185
C -4.5034 1.7747 -4.2395 0.0185 0.0182 0.0257
C 3.2100 -5.5097 -3.0935 -0.0149 -0.0067 -0.0253
C 0.3213 0.3045 2.6135 -0.0271 0.0435 0.0350
C 2.4494 -5.1981 -4.2120 0.0101 0.0035 0.0282
C 0.8415 -1.1329 2.6026 -0.0115 -0.0395 0.0141
C 2.0069 -3.8969 -4.4049 0.0004 -0.0353 -0.0158
C -0.8915 -1.3830 -4.6309 0.0426 -0.0508 0.0437
C 5.7897 -2.1602 -1.5628 0.0109 -0.0071 -0.0066
C -2.9704 -2.1058 -1.1360 -0.1312 -0.0848 0.0474
C -3.9863 1.6159 -2.9599 -0.0151 -0.0344 -0.0036
C 0.3887 1.1783 3.6870 0.0129 -0.0144 -0.0319
H 0.5913 0.6506 -2.3649 0.0085 0.0109 -0.0174
H 5.2229 -0.6414 2.1512 -0.0010 0.0004 0.0045
H -5.7798 -1.3332 -4.7018 -0.0040 -0.0112 -0.0068
H 2.7364 -0.3897 1.2183 0.0327 0.0042 -0.0090
H -5.8175 -2.3639 -2.4402 -0.0008 0.0066 0.0227
H 6.3272 -0.5017 0.7778 0.0003 0.0071 -0.0154
H 1.9993 -1.8847 -3.6420 0.0131 -0.0179 0.0022
H 1.7847 1.3986 -4.4123 0.0027 -0.0008 0.0026
H -1.2472 3.7625 2.1921 -0.0004 0.0068 0.0043
H -3.4652 2.4166 -2.4503 0.0085 0.0307 -0.0075
H 4.0859 -4.7657 -1.2732 0.0026 0.0041 0.0061
H 1.2632 0.3439 -6.5882 0.0036 0.0020 -0.0092
H -5.5681 0.8422 -5.8543 -0.0024 0.0008 -0.0024
H 6.0781 -2.0693 1.5564 0.0088 -0.0022 0.0083
H -4.3958 2.7201 -4.7541 0.0031 0.0088 0.0028
H 3.5512 -6.5237 -2.9329 0.0012 -0.0058 0.0003
H 2.2013 -5.9683 -4.9295 -0.0025 -0.0098 -0.0113
H 6.6604 -2.3308 -0.9349 -0.0036 0.0007 -0.0030
H 1.4130 -3.6461 -5.2739 -0.0029 0.0089 -0.0007
H 5.7578 -2.9318 -2.3286 0.0021 -0.0035 0.0180
H 0.8647 0.8459 4.5981 0.0025 0.0034 0.0152
H -1.6484 -2.1530 -4.6738 -0.0017 -0.0130 0.0027
H -0.4595 -1.4227 -6.7239 0.0009 -0.0062 -0.0081
H 5.8634 -1.1787 -2.0406 -0.0055 -0.0035 -0.0026
H -3.7146 0.3061 -1.3061 -0.0032 -0.0150 0.0125
H -0.1441 3.1421 4.3683 0.0009 0.0035 0.0073
```
Forces are in eV/Å.

(3)
Computed, not measured: 4 unconnected molecules or ions with the total composition C31H26F4O2 in a non-equilibrium geometry, with ωB97M-V with the def2-TZVPD basis set.

charge = 0
highest occupied orbital energy = -8.8 eV
SMILES = Cc1cc(CCF)cc2c1C(=O)C=CC2=O.Fc1ccccc1.Fc1ccccc1.Fc1ccccc1

XYZ file:
```
63
Properties=species:S:1:pos:R:3:forces:R:3
F 4.3391 0.2482 1.3524 -2.2406 -0.2467 1.9028
F -4.6331 -0.0612 -1.7118 0.0066 -0.3232 0.1180
F 0.1284 0.9156 1.4190 0.0994 -0.0913 0.4163
F -2.5556 5.4682 -0.2026 -0.2091 -0.0648 -0.0217
O 3.2453 -8.1150 1.2971 1.9725 7.2168 -3.2798
O 7.1915 -4.4849 0.5382 -7.9639 -2.0816 -1.7111
C -1.2862 5.8749 -0.0686 1.0569 0.3192 0.1125
C -7.9089 1.2549 -3.8251 0.0481 -0.0413 0.0040
C 3.1673 0.2396 2.2785 -0.2959 0.4205 0.1034
C 2.1446 -3.5565 3.1500 2.4400 -0.5652 -1.8733
C -7.1137 0.2289 -4.3418 0.0219 0.2733 0.3984
C -6.0002 -0.2132 -3.6274 0.0635 -0.0380 0.0132
C -0.9632 7.2036 -0.3204 -0.0776 -0.0159 -0.0101
C 4.6350 -2.8511 1.9587 -2.7499 -3.3836 0.3061
C 3.3293 -2.4508 2.8821 0.9302 -2.8808 -1.5926
C 0.4497 1.7726 -0.7544 0.0689 -0.1015 0.0744
C 3.3155 -0.9024 3.4905 -1.0449 -0.2825 -1.0321
C 4.3339 -6.8346 -0.7300 3.1750 3.4569 -0.0537
C -5.6998 0.3670 -2.3999 -1.0245 0.3524 -0.6494
C -0.3124 4.9613 0.3198 -0.0962 -0.0141 0.0304
C -7.5961 1.8343 -2.5945 0.1620 -0.3042 -0.2463
C 3.6088 -6.9409 0.7735 -0.7773 -3.3376 1.6238
C 3.4405 -5.4709 1.5523 -0.2015 2.4393 1.0173
C 5.4479 -5.8294 -0.9608 -3.0494 -2.0696 1.4686
C -2.3073 1.6092 -1.1767 0.3562 0.2301 -0.0260
C -1.4703 2.0843 -2.1875 0.1319 0.0105 0.0703
C -6.4892 1.3844 -1.8753 0.0988 -0.0215 0.0441
C 1.3427 6.7178 0.2094 -0.0123 -0.0548 0.0037
C 4.6632 -4.3591 1.2949 -2.0671 0.8156 1.4503
C -1.7650 1.2075 0.0438 0.0589 -0.0040 0.1014
C 1.0103 5.3832 0.4544 -0.2873 0.4052 -0.1353
C -0.3920 1.2959 0.2446 -0.5536 0.3233 -1.2775
C 5.9207 -4.8408 0.3028 3.6962 0.9791 1.1351
C 2.1312 -5.1003 2.5118 3.3886 2.5170 -0.8600
C -0.0911 2.1639 -1.9791 -0.3759 -0.1503 0.2289
C 0.9146 -6.1717 2.8113 1.1058 0.4594 0.5075
C 0.3572 7.6283 -0.1751 -0.0027 -0.4139 0.0862
H -8.2141 2.6355 -2.1963 0.1382 -0.1630 -0.0394
H 0.5592 2.5307 -2.7694 -0.0829 -0.0540 0.1892
H 2.1832 0.0897 1.6427 2.3562 -0.0307 1.2186
H -8.7747 1.6024 -4.3847 0.1710 -0.0652 0.1167
H 5.5509 -2.1172 1.7466 -2.4119 -1.7776 0.5699
H 4.0150 -7.4789 -1.6558 0.5303 1.0865 2.3250
H 2.3737 7.0474 0.3189 -0.2000 -0.0557 -0.0225
H -5.3664 -1.0032 -4.0167 -0.0441 0.0728 0.0839
H 1.7804 4.6750 0.7500 -0.1627 0.0881 -0.0409
H 0.6177 8.6674 -0.3612 -0.0815 -0.1936 0.0146
H 0.1203 -6.1281 1.9530 1.4657 0.0096 1.7994
H 1.2343 -3.2206 3.8341 2.1397 -0.8485 -1.6354
H 5.9603 -5.7058 -2.0309 -1.1048 -0.3782 2.7713
H 1.3620 -7.2517 2.8856 -0.7713 2.1798 -0.3624
H -6.2368 1.8175 -0.9131 0.0077 -0.0509 -0.0806
H 3.0992 1.3464 2.7204 0.3865 -2.5522 -0.7666
H -2.4000 0.8274 0.8371 0.0779 0.0385 -0.0463
H -1.8921 2.3938 -3.1413 0.0713 -0.0507 0.1932
H 4.2624 -0.6541 4.1318 -1.8553 -0.7080 -1.2433
H -7.3616 -0.2235 -5.2987 0.0871 0.0684 0.1814
H -1.7402 7.8959 -0.6271 0.0418 -0.0944 0.0432
H 0.4746 -5.9221 3.8854 0.7085 -0.3606 -2.5086
H 1.5174 1.8352 -0.5715 -0.0734 -0.0305 0.0033
H -3.3808 1.5520 -1.3397 0.4655 0.0866 0.1266
H -0.5908 3.9307 0.5138 -0.0329 0.1493 -0.0640
H 2.3143 -0.8027 4.1329 2.3216 -0.0981 -1.2741
```
Forces are in eV/Å.

no.,E (Eh)
1,-3890.857281
2,-3737.378190
3,-1746.311397